Entry 1:
C18H42HgN7O9 as an isolated structure at a distorted geometry, computed with ωB97M-V/def2-TZVPD.

Energy = -1924.77143 Ha
HOMO (alpha / beta) = -5.97 / -8.52 eV
HOMO-LUMO gap (alpha / beta) = 6.215 / 8.487 eV
Spin multiplicity = 2

Last column: Löwdin charge in e.
CARTESIAN COORDINATES (ANGSTROEM)
O  -0.226  -0.361  -1.237  0.0468
C  2.266  2.385  -2.071  0.0108
O  -3.063  1.957  0.323  -0.1293
H  -0.380  5.889  3.578  0.0796
H  0.632  -1.284  5.981  0.1406
C  0.051  4.039  2.445  -0.5390
N  0.059  -0.532  5.626  0.0384
H  -3.190  0.299  -2.065  0.0770
H  -0.114  -1.595  2.617  0.0837
N  1.296  3.840  2.774  0.0339
H  2.709  2.644  1.591  0.0793
Hg  -1.789  1.112  2.014  1.0718
H  1.260  1.968  -2.075  0.0456
H  3.493  -0.469  1.297  0.0675
H  -0.184  -1.251  -4.016  0.0577
C  3.170  -2.289  -2.418  -0.0725
H  -3.463  -7.271  -2.335  0.0730
H  1.790  4.578  3.256  0.1394
H  -3.937  -5.463  -1.016  0.1350
O  2.819  -1.895  -5.129  0.0197
C  -2.344  -5.456  -2.255  -0.6022
O  -1.611  -0.682  0.262  -0.1071
H  -1.301  5.775  2.082  0.0782
H  0.466  6.058  2.022  0.0792
H  2.565  2.445  -3.118  0.0883
H  2.651  2.149  3.322  0.0880
H  -1.443  -0.256  7.106  0.0823
H  -3.671  -2.798  -2.233  0.0852
H  0.579  -2.574  3.967  0.0871
O  0.189  0.220  0.704  -0.0768
C  -3.357  -3.441  -1.411  -0.0826
C  3.304  1.509  -1.354  -0.6206
H  1.117  -1.681  -2.540  0.1115
C  0.009  -0.495  4.311  -0.5743
H  -4.126  -3.336  -0.645  0.0825
H  -4.621  0.543  -1.108  0.0848
C  2.115  2.633  2.505  -0.0293
O  -1.465  -4.893  -2.848  0.0666
H  -1.849  -7.337  -3.094  0.0842
H  -0.928  1.189  6.113  0.0849
C  -2.420  -6.968  -2.242  -0.0083
N  -3.285  -4.869  -1.509  -0.0004
H  -0.930  4.586  -1.824  0.0844
C  -3.887  1.064  -1.721  0.0113
H  4.339  -1.004  -0.124  0.0621
C  3.923  -0.119  0.358  -0.0408
H  3.484  -3.235  -2.859  0.0897
H  -0.133  0.614  7.561  0.0791
O  -0.495  0.430  3.694  -0.1432
H  -0.287  3.209  -1.011  0.0591
N  1.996  -1.758  -3.031  0.0289
H  -1.556  4.350  -0.258  0.0751
C  -3.118  2.124  -0.890  -0.5126
H  -2.484  -2.954  -0.977  0.0719
C  1.954  -1.594  -4.299  -0.5970
N  -0.519  -0.253  -0.116  -0.7006
C  0.530  -1.592  3.496  0.0137
O  -0.664  3.128  2.061  -0.0951
H  4.055  -1.669  -2.560  0.0892
C  0.558  -1.285  -4.814  0.0037
H  0.259  -2.187  -5.348  0.0868
C  -0.619  0.287  6.642  -0.0423
H  0.476  -0.370  -5.401  0.0793
C  -0.341  5.544  2.544  0.0179
H  3.042  -2.394  -1.340  0.0749
O  4.460  1.700  -1.652  0.0353
H  -2.596  2.991  -2.581  0.1300
C  -1.199  3.795  -1.125  -0.0314
H  1.969  0.446  -0.322  0.0819
N  2.949  0.635  -0.481  0.0487
H  2.031  3.292  -1.513  0.0698
N  -2.322  2.947  -1.610  0.0331
H  -4.354  1.621  -2.534  0.0719
H  4.749  0.526  0.658  0.0825
H  1.415  1.832  2.267  0.0484
H  1.573  -1.449  3.211  0.0909
H  -2.030  -7.298  -1.280  0.0832

***

Entry 2:
A 5-piece molecular cluster, C18H42N2O12S3 overall at a distorted geometry, computed with ωB97M-V/def2-TZVPD.

Energy = -2917.46029 Ha
HOMO (alpha / beta) = -10.24 / -10.24 eV
HOMO-LUMO gap (alpha / beta) = 7.766 / 2.947 eV
Charge = +1
Spin multiplicity = 2

Last column: Löwdin charge in e.
CARTESIAN COORDINATES (ANGSTROEM)
H  0.547  2.131  0.234  0.0572
H  -4.240  5.170  -1.656  0.0750
H  -1.295  -2.035  -1.676  0.0506
O  0.806  -5.952  0.829  -0.2439
H  -1.508  8.117  -0.617  0.1072
S  -1.661  -2.969  -6.729  0.8013
C  1.825  -2.090  -0.055  -0.2004
H  -2.694  6.831  1.254  0.1201
S  2.747  2.215  3.535  0.7408
C  -1.569  7.031  -0.541  -0.0332
C  -2.542  4.212  -0.885  -0.2064
H  0.027  -3.878  -4.397  0.1300
H  -0.619  -3.542  -1.042  0.0303
H  -0.594  6.619  -0.281  0.0845
H  2.858  -8.695  0.599  0.1363
H  3.186  -1.977  1.889  0.0570
H  -0.181  4.847  2.803  0.0842
H  -0.380  1.327  4.379  0.1328
C  3.604  -6.754  0.381  -0.1961
H  0.873  -0.137  1.767  0.1007
H  1.696  -2.666  2.151  0.0571
H  3.352  -6.499  1.410  0.1274
H  0.308  -1.455  -4.396  0.1325
C  -1.242  -2.681  -0.800  -0.0697
C  -0.690  -1.803  -4.660  -0.1875
H  -3.663  3.778  -2.656  0.1031
H  -1.707  5.591  3.180  0.0983
H  -1.787  4.548  -1.595  0.1390
O  3.017  -5.769  -0.432  -0.2379
C  2.442  -2.572  1.361  -0.0486
S  1.392  -6.105  -0.497  0.7823
O  3.209  1.035  2.850  -0.2338
H  0.096  2.861  5.064  0.1235
O  2.697  1.942  5.161  -0.2055
O  -3.074  -2.697  -7.164  -0.2689
H  1.415  1.457  6.688  0.1387
C  -0.584  -1.934  0.425  -0.2220
O  1.050  2.272  3.438  -0.2258
C  0.025  1.176  0.179  -0.0858
N  -2.589  4.981  0.391  0.0708
H  -2.334  3.157  -0.707  0.1210
O  3.374  3.498  3.227  -0.2335
H  -3.640  6.864  -0.154  0.1395
H  1.677  -2.974  -0.676  0.0857
O  -0.837  -1.685  -6.036  -0.2060
O  -0.783  -3.690  -7.647  -0.2448
H  2.846  -3.566  1.165  0.0420
C  0.486  1.940  4.630  -0.2457
O  0.754  -5.421  -1.656  -0.2624
H  -1.286  -3.520  -3.308  0.1057
O  1.891  -7.693  -0.802  -0.2136
H  -4.470  3.558  -0.977  0.0935
H  2.627  -1.629  -0.631  0.1106
N  0.622  -1.276  -0.005  -0.2044
H  1.946  0.234  0.457  0.1078
C  3.111  -8.070  -0.257  -0.1713
O  -1.744  -3.801  -5.274  -0.1931
H  -1.369  -1.228  0.693  0.1048
H  -0.569  4.230  0.780  0.1369
C  1.501  1.292  5.614  -0.1212
C  -1.521  4.428  1.273  -0.1744
H  -1.891  3.483  1.672  0.1427
C  0.903  0.020  0.689  -0.2350
H  3.792  -8.421  -1.032  0.1423
C  -2.730  6.418  0.246  -0.1733
H  1.540  0.207  5.516  0.1274
H  -2.225  -3.152  -0.778  0.0758
H  -0.365  -2.627  1.238  0.1069
C  -3.851  4.152  -1.649  -0.0391
C  -1.040  5.344  2.353  -0.0741
H  -0.835  1.243  0.846  0.0516
H  -0.253  0.952  -0.850  0.0761
H  -1.453  -1.171  -4.205  0.1186
H  -1.625  6.598  -1.540  0.0753
H  4.660  -6.550  0.206  0.1380
H  -0.555  6.253  1.998  0.0866
C  -0.910  -3.327  -4.312  -0.2120

***

Entry 3:
A 3-piece molecular cluster, C18H42N2O9P2 overall at a distorted geometry, computed with ωB97M-V/def2-TZVPD.

Energy = -2180.50195 Ha
HOMO = -8.40 eV
HOMO-LUMO gap = 8.691 eV
Structure (SMILES) = CCN[C@@H]1CNC(=O)C1.CCOP(=O)(OCC)OCC.CCOP(=O)(OCC)OCC
Spin multiplicity = 1

Last column: Löwdin charge in e.
CARTESIAN COORDINATES (ANGSTROEM)
C  -5.852  1.285  5.694  -0.0741
H  -0.922  1.028  5.803  0.0746
H  -1.535  -0.495  3.756  0.1030
H  6.089  -1.465  -2.595  0.1172
O  2.371  -3.014  -4.646  -0.2248
H  5.371  -4.259  -1.567  0.0712
H  -4.664  5.692  3.292  0.0780
O  -2.220  -0.665  -1.909  0.1101
H  -2.417  -1.476  4.907  0.1177
H  -1.565  -0.261  6.802  0.0750
H  -4.671  4.078  2.575  0.0697
O  -3.199  0.377  4.652  -0.2315
H  6.556  -3.940  -2.824  0.0736
N  0.817  2.926  -0.809  -0.0475
H  -1.125  2.532  0.577  0.0933
H  0.289  -0.387  -4.840  0.0668
C  5.360  -2.219  -2.301  -0.2722
H  -1.885  0.650  0.407  0.1178
H  2.142  1.439  -1.644  0.0931
C  1.253  -0.884  -4.949  -0.0700
C  1.972  2.037  -0.746  -0.2746
H  6.823  -3.333  -1.177  0.0792
H  0.589  -2.816  -5.601  0.1189
H  -6.633  0.715  6.202  0.0840
H  -0.622  1.030  -3.109  0.1131
H  2.844  2.685  -0.648  0.1049
H  1.071  3.859  -1.080  0.1030
P  -3.264  1.704  3.707  0.5577
O  2.245  -2.497  -2.284  -0.2177
H  -6.112  2.343  5.733  0.0751
H  1.955  -0.450  -4.237  0.0716
H  -2.224  3.216  -0.644  0.1030
H  4.264  -6.178  -4.796  0.1202
H  4.812  -1.832  -1.438  0.1101
P  3.111  -3.239  -3.216  0.4899
H  2.285  0.163  0.312  0.0642
C  -0.386  2.441  -1.476  -0.2850
C  3.853  -5.177  -4.926  -0.2455
O  4.464  -2.363  -3.409  -0.2003
H  0.331  0.308  -1.874  0.1173
O  -4.832  1.541  3.435  -0.2109
H  4.430  -3.368  -5.981  0.0703
C  -2.050  -0.466  4.714  -0.2750
H  -4.925  1.152  6.245  0.0695
O  -3.456  2.911  4.805  -0.2166
H  1.643  -0.670  -5.946  0.0763
H  0.486  -2.591  -3.870  0.1081
H  2.549  1.616  1.319  0.0658
H  4.932  -4.879  -6.739  0.0838
H  -2.523  4.452  3.788  0.1104
N  -2.273  1.115  -0.414  0.0564
C  -3.441  4.267  4.352  -0.2799
H  -0.168  -0.574  5.761  0.0775
C  -0.475  1.026  -2.026  -0.0526
O  -1.826  1.839  3.361  -0.2195
H  -0.739  3.208  -2.161  0.1327
C  -1.559  2.385  -0.409  -0.1648
O  3.665  -4.679  -3.588  -0.1960
C  1.941  1.172  0.534  -0.0711
H  0.920  1.159  0.912  0.0586
C  -5.751  0.807  4.265  -0.2459
H  -3.410  4.887  5.248  0.1166
C  4.800  -4.371  -5.783  -0.0738
C  -1.117  -0.043  5.831  -0.0709
C  1.098  -2.375  -4.743  -0.2653
C  6.071  -3.513  -1.946  -0.0796
H  5.774  -4.276  -5.302  0.0742
H  -6.722  0.934  3.784  0.1211
H  -5.524  -0.256  4.218  0.1152
H  -5.578  4.372  4.050  0.0739
C  -4.660  4.625  3.520  -0.0813
H  2.888  -5.303  -5.412  0.1157
C  -1.742  0.340  -1.495  -0.4533

***

- The highest energy belongs to which entry?
  C18H42HgN7O9

***

- Look up the spin multiplicity of the third one.
  1

***

- energy of number 1 (C18H42HgN7O9)?
  -1924.77143 Ha

***

- Number 1 is which compound?
  C18H42HgN7O9